A cluster of 3 separate species, C5H12O3 in total at a distorted geometry, computed with ωB97M-V/def2-TZVPD.

Structure (XYZ):
```
20
Properties=species:S:1:pos:R:3:forces:R:3
C 1.10564 1.15584 -2.22245 -0.37 0.07 -0.95
C 0.14513 0.87392 -1.34279 1.09 -0.27 0.06
C 0.67130 0.49561 -0.02850 0.10 0.56 2.06
C 1.28235 1.25443 0.89232 0.68 -0.69 0.15
C 1.62844 0.63140 2.24123 -2.33 1.22 0.11
O 0.54270 1.08750 3.10528 0.14 -0.16 0.46
H 2.13682 1.27029 -1.88918 -0.25 -0.30 -0.04
H 0.95434 1.21028 -3.30338 -0.22 0.43 0.34
H -0.92725 0.79223 -1.52606 0.42 -0.15 -0.29
H 0.60533 -0.52498 0.35486 -0.48 -0.15 -0.74
H 1.48369 2.32636 0.84645 -0.26 -0.23 -0.35
H 2.44652 1.07489 2.77456 0.91 -0.10 -0.29
H 1.63374 -0.45575 2.26322 0.36 -0.12 -0.31
H -0.31418 0.83324 2.74394 0.22 -0.12 -0.22
O -2.77552 -1.65434 -2.11820 0.09 -0.62 -0.58
H -2.93569 -0.72351 -1.96653 -0.05 0.21 -0.15
H -2.74423 -1.80023 -3.08172 -0.08 0.36 0.68
O -1.72641 -2.26532 0.81992 0.75 0.83 0.32
H -2.37694 -2.95188 0.72736 -0.06 -0.58 -0.22
H -0.83579 -2.62997 0.70967 -0.65 -0.19 -0.05
```
Forces are in eV/Å.

Computed properties:
net charge: 0
molar mass: 120.1 g/mol
structure (SMILES): C=C/C=C/CO.O.O
gap between HOMO and LUMO: 9.826 eV
E_LUMO: 0.64 eV
E_HOMO: -9.189 eV
relative energy (zero: lowest compared OMol25 entry of this formula, charge and spin): 288.1 kJ/mol

Atom-resolved charges from Mulliken, all expressed in e: number 1, C, carries -0.654; number 2, C, carries -0.102; number 3, C, carries 0.063; number 4, C, carries -0.283; number 5, C, carries -0.442; number 6, O, carries -0.547; number 7, H, carries 0.270; number 8, H, carries 0.257; number 9, H, carries 0.203; number 10, H, carries 0.034; number 11, H, carries 0.304; number 12, H, carries 0.268; number 13, H, carries 0.275; number 14, H, carries 0.345; number 15, O, carries -0.616; number 16, H, carries 0.318; number 17, H, carries 0.311; number 18, O, carries -0.598; number 19, H, carries 0.285; number 20, H, carries 0.309